Density functional theory data (wB97M-V/def2-TZVPD) for a structure of composition C2HF3N2O.

Geometry as ORCA input:
```
! RIJCOSX wB97M-V def2-TZVPD def2/J DEFGRID3
* xyz 0 1
C -1.3023 0.0269 0.0488
C -0.6657 1.1308 -0.1104
N 1.2084 0.1209 0.6333
N 0.7426 -1.0509 0.4196
O -0.5490 -1.1228 0.5019
F -0.6496 2.3893 -0.3731
F 2.3771 0.4140 0.0350
F 1.1464 -1.5845 -1.0467
H -2.3078 -0.3236 -0.1083
*
```

Output
Relative energy (zero: lowest compared OMol25 entry of this formula, charge and spin): 193.8 kcal per mole
Kohn-Sham gap (spin up / spin down): 0.31941 / 0.31154 Ha

These are the natural (NBO) partial charges, in e, on atoms 1 to 5: atom 1 (C): -0.140, atom 2 (C): 0.471, atom 3 (N): 0.116, atom 4 (N): 0.364, atom 5 (O): -0.257

Density functional theory data (wB97M-V/def2-TZVPD) for a structure of composition C5H11NaO4.

Geometry as ORCA input:
```
! RIJCOSX wB97M-V def2-TZVPD def2/J DEFGRID3
* xyz 0 1
C -2.6853 -1.1451 0.1861
C -2.0503 -0.0662 1.0600
O -0.8730 -0.4162 1.6837
H -3.3736 -0.7044 -0.5519
H -1.9263 -1.6990 -0.3872
H -3.2715 -1.8479 0.7983
H -2.8096 0.2719 1.7986
H -1.8176 0.8071 0.4104
O 2.3273 1.5588 -0.0210
C 1.8327 0.3230 0.0185
O 1.9300 -0.2452 1.1079
O 2.1986 -0.3495 -1.0612
C 1.3728 -1.3319 -1.6671
H 1.9845 -2.1320 -2.1009
H 0.6313 -1.7467 -0.9813
H 0.7698 -0.8471 -2.4442
C 1.4351 2.6655 -0.0025
H 1.7567 3.3368 -0.8041
H 0.4010 2.3594 -0.2180
H 1.4897 3.1602 0.9748
Na 0.6777 -1.9517 2.2013
*
```

Output
Relative energy (zero: lowest compared OMol25 entry of this formula, charge and spin): 54.1 kcal per mole
Kohn-Sham gap: 0.22800 Ha

These are the natural (NBO) partial charges, in e, on atoms 1 to 5: atom 1 (C): -0.630, atom 2 (C): -0.030, atom 3 (O): -1.058, atom 4 (H): 0.192, atom 5 (H): 0.175

Density functional theory data (wB97M-V/def2-TZVPD) for a structure of composition C6H5BrCl2FN.

Geometry as ORCA input:
```
! RIJCOSX wB97M-V def2-TZVPD def2/J DEFGRID3
* xyz 0 1
C -0.1410 0.0463 -0.4679
C 0.3938 -1.2807 -0.9608
C 0.3664 0.7316 0.5508
C 0.9099 -2.3025 -0.2993
C 2.6126 0.0107 0.5738
C -0.0085 2.0213 1.2037
N 1.5790 0.3408 1.1366
F 1.0778 -2.1872 1.0714
Cl 3.8501 -0.5054 1.5682
Cl 1.0895 3.4446 0.7364
Br 3.1861 -0.0502 -1.2788
H -1.0977 0.4651 -0.8796
H 0.2575 -1.4950 -2.0117
H 1.3038 -3.2827 -0.6437
H 0.2588 1.7902 2.2654
H -1.1362 2.1193 1.1774
*
```

Output
Relative energy (zero: lowest compared OMol25 entry of this formula, charge and spin): 19.2 kcal per mole
Kohn-Sham gap: 0.33808 Ha

These are the natural (NBO) partial charges, in e, on atoms 1 to 5: atom 1 (C): -0.221, atom 2 (C): -0.318, atom 3 (C): 0.125, atom 4 (C): 0.229, atom 5 (C): 0.187

Density functional theory data (wB97M-V/def2-TZVPD) for an isolated molecule of C9H19N3OS.

Geometry as ORCA input:
```
! RIJCOSX wB97M-V def2-TZVPD def2/J DEFGRID3
* xyz 0 1
N -4.1257 -2.0669 -0.5112
C -3.8941 -0.8258 0.2474
C -2.4441 -0.3339 0.0145
C -1.9142 0.8695 1.0252
C -0.3935 1.0377 0.9965
C 0.2351 1.1628 -0.3032
N -0.3471 2.3328 -1.0030
C 1.7433 1.3144 -0.1501
O 2.2616 2.4547 -0.0822
N 2.5284 0.1959 -0.2867
C 2.0454 -1.1735 0.0482
C 3.1630 -1.9765 -0.5274
S 4.6787 -1.2251 0.3253
C 3.9531 0.4842 0.0781
H -3.4050 -2.7439 -0.0976
H -3.7913 -2.0439 -1.4490
H -4.6745 -0.1012 -0.2264
H -4.1060 -1.0430 1.2609
H -1.8267 -1.3034 0.1646
H -2.4379 0.0761 -1.0700
H -2.4047 1.7462 0.4719
H -2.3528 0.7940 1.9810
H -0.1297 1.9064 1.7110
H 0.0958 0.1392 1.4167
H 0.0328 0.2112 -0.8412
H -0.3959 3.2526 -0.4347
H 0.0287 2.2712 -1.9623
H 1.1935 -1.3797 -0.5808
H 1.8665 -1.3496 1.1295
H 3.0836 -3.0178 0.0120
H 3.2837 -1.9670 -1.6225
H 4.0368 1.1902 0.9348
H 4.4130 1.1126 -0.6694
*
```

Output
Relative energy (zero: lowest compared OMol25 entry of this formula, charge and spin): 0.0 kcal per mole
Kohn-Sham gap: 0.35125 Ha
SMILES string: NCCCC[C@@H](N)C(=O)N1CCSC1

These are the natural (NBO) partial charges, in e, on atoms 1 to 5: atom 1 (N): -0.811, atom 2 (C): -0.220, atom 3 (C): -0.422, atom 4 (C): -0.399, atom 5 (C): -0.399

Density functional theory data (wB97M-V/def2-TZVPD) for a cluster of 40 separate species, H80O40 in total.

Geometry as ORCA input:
```
! RIJCOSX wB97M-V def2-TZVPD def2/J DEFGRID3
* xyz 0 1
H -5.8276 -0.2255 -0.0069
H -4.9866 0.4498 1.0833
O -5.2522 -0.4118 0.7234
H -5.8142 -1.9112 2.1911
H -4.5137 -1.5595 2.9187
O -5.4102 -1.8315 3.0723
H -1.0888 -1.7630 -4.7148
H 0.0047 -2.4692 -5.8016
O -0.2202 -2.0501 -4.9747
H -2.1500 1.7955 -4.9035
H -1.9760 0.4182 -3.9910
O -2.0792 0.8970 -4.7985
H -2.2056 -5.5042 0.8149
H -3.8064 -5.6176 0.8311
O -2.9712 -6.0450 0.6175
H 0.5009 2.7457 -0.5029
O 1.4136 2.5803 -0.6559
H 2.0307 3.6056 -2.4050
O 1.6562 4.4235 -2.7797
H -0.8616 2.1433 4.0299
H -0.2745 3.5648 4.1668
O -0.4411 2.7593 4.6399
H 3.0241 -5.4139 0.4502
H 3.2400 -4.8717 -0.8988
O 2.7802 -5.6080 -0.4572
H -4.3208 3.2778 -3.0805
H -5.5522 2.5325 -2.3929
O -5.0085 3.3270 -2.3912
H 0.7822 4.3915 1.8384
H -0.1450 5.3553 2.5891
O -0.1439 4.6366 1.9409
H 2.0849 1.0408 -2.9329
O 1.1566 1.0069 -2.9862
H -0.5955 -1.4378 3.1026
H -1.8486 -0.7353 2.5717
O -1.2568 -1.4773 2.4065
H -1.2555 4.0279 -4.2975
H -1.8957 3.4238 -2.9699
O -2.0560 3.8534 -3.8341
H 3.0679 -2.6044 3.2116
H 3.5285 -2.1515 4.5231
O 3.8928 -2.3299 3.6461
H -1.2856 -1.9995 -2.4900
H -2.5060 -2.6974 -2.5211
O -1.5719 -2.8492 -2.8763
H 0.1208 -1.5831 -2.5671
H 1.1602 -0.5349 -1.8216
O 0.8050 -1.4172 -1.8983
H 5.8961 -3.4155 -1.5856
H 5.6695 -3.9116 -0.0953
O 5.3568 -3.9058 -0.9750
H 3.1942 4.8238 3.4319
O 2.4203 4.9945 3.9682
H -3.8376 -3.7560 4.3507
H -4.7767 -3.6488 3.0302
O -3.9345 -3.7093 3.4068
H 1.9811 -1.9712 0.9168
O 1.8124 -1.3802 1.6488
H -2.4710 -4.5591 -0.9724
H -3.1856 -5.0311 -2.0875
O -3.0752 -4.1820 -1.6329
H -0.4245 -2.9979 1.2487
H 0.4002 -4.3439 1.6299
O 0.4141 -3.4955 1.1740
H -3.5973 2.6261 1.1010
H -2.5850 1.8231 0.2997
O -3.2732 1.7357 0.9675
H -0.6059 1.4745 -2.8149
H -1.5551 1.0951 -1.6379
O -1.4554 1.6519 -2.4151
H 3.9809 -0.6821 1.7144
H 4.9158 -1.0592 0.6787
O 4.9228 -0.5832 1.5268
H 0.7165 2.6427 -5.3096
H 0.9965 3.8427 -4.4903
O 0.3230 3.1817 -4.6251
H -4.8828 -2.2472 -1.5953
H -4.7033 -0.9248 -2.2351
O -5.3963 -1.4892 -1.8658
H -0.2689 -0.5277 -0.6801
H -0.8611 -0.2223 0.5847
O -1.0596 -0.0260 -0.3534
H 1.9879 1.5398 4.8191
H 1.2252 2.4207 5.9960
O 2.0286 2.0728 5.6199
H 3.4906 3.5392 1.6875
H 4.3583 2.8758 2.8632
O 3.5318 2.8690 2.3851
H 0.1050 0.8837 -5.7637
O 1.0495 0.7504 -5.9472
H -0.7966 6.1993 -1.4366
H -1.4115 6.1702 -0.0139
O -1.6458 6.1233 -0.9821
H 1.8919 4.1958 4.0484
H 1.6258 1.6570 -0.5634
H 1.1493 -1.6627 2.2707
H 0.8339 4.2849 -2.2701
H 0.6467 1.0726 -3.7897
H 1.4759 0.1016 -5.3767
O 3.5666 -0.9480 -3.5208
H 3.4397 -1.8747 -3.3359
H 4.0814 -0.3961 -2.9619
O 4.4455 0.1536 4.1087
H 4.8144 -0.5589 3.5826
H 4.3914 -0.2790 4.9699
O 1.8005 1.1758 2.6137
H 2.5712 0.6372 2.7865
H 2.0044 1.9615 2.1086
O -2.7541 -1.2241 4.6683
H -3.0371 -0.3425 4.9314
H -3.2308 -1.7773 4.0623
O -0.9994 -4.5951 4.3170
H -1.9388 -4.4885 4.4905
H -0.8938 -4.1884 3.4638
O 2.5857 -3.7206 -3.8827
H 3.3667 -3.3685 -4.3205
H 2.6734 -4.6789 -3.8850
O 3.4678 5.0980 0.4614
H 3.4649 6.0491 0.2823
H 4.4060 4.9796 0.2553
*
```

Output
Relative energy (zero: lowest compared OMol25 entry of this formula, charge and spin): 248.0 kcal per mole
Kohn-Sham gap: 0.35789 Ha

These are the Löwdin partial charges, in e, on atoms 1 to 5: atom 1 (H): 0.017, atom 2 (H): 0.026, atom 3 (O): -0.061, atom 4 (H): 0.051, atom 5 (H): -0.003

Density functional theory data (wB97M-V/def2-TZVPD) for an isolated molecule of C3H3I2N3.

Geometry as ORCA input:
```
! RIJCOSX wB97M-V def2-TZVPD def2/J DEFGRID3
* xyz 0 1
C -0.5331 1.3698 2.1167
C 1.0706 -1.4100 0.0911
C -0.4297 0.0259 -1.4408
N 0.3225 1.1248 1.2861
N 0.8840 0.9840 0.2113
N 0.6003 -0.2141 -0.4054
I -0.4933 0.8999 4.0695
I 0.4625 -3.1196 -0.9532
H -0.2588 -0.5644 -2.3779
H -1.3687 -0.1950 -1.0895
H -0.2564 1.0989 -1.5079
*
```

Output
Kohn-Sham gap: 0.28512 Ha

These are the natural (NBO) partial charges, in e, on atoms 1 to 5: atom 1 (C): -0.042, atom 2 (C): -0.068, atom 3 (C): -0.440, atom 4 (N): -0.074, atom 5 (N): -0.089

no.,DFT total energy (a.u.)
1,-560.78619
2,-660.29258
3,-3880.56382
4,-991.95493
5,-3057.36210
6,-875.53297